1.
Formula: C4H15N2O2
Source: the Open Molecules 2025 dataset
Level of theory: wB97M-V/def2-TZVPD

Positions of all 23 atoms, in Å:
C (-0.393, -0.907, -1.675)
C (1.018, -0.136, -1.592)
C (1.713, -0.044, -0.234)
C (2.627, 0.816, -0.072)
N (1.086, -0.728, 0.899)
N (-1.425, -0.067, -0.747)
H (-0.864, -0.691, -2.640)
H (-0.282, -1.841, -1.211)
H (1.755, -0.684, -2.265)
H (0.939, 0.791, -2.150)
H (3.138, 1.213, 0.894)
H (3.028, 1.583, -0.823)
H (1.713, -1.016, 1.681)
H (0.793, -1.709, 0.542)
H (-1.323, 0.971, -1.029)
H (-2.293, -0.520, -0.777)
H (-1.028, 0.026, 0.289)
H (-2.993, -1.572, 1.331)
H (-3.188, -0.016, 1.592)
O (-2.719, -0.609, 1.147)
H (0.099, 0.974, 1.841)
H (-0.490, 2.394, 1.758)
O (-0.584, 1.519, 1.521)

Values from the calculation:
ΔE to the lowest compared entry with this formula, charge and spin: 74.5 kcal/mol
Electronic energy: -11458.026 eV
HOMO-LUMO gap: 9.75 eV
Net charge: +1

=====

2.
Formula: C4H15N2OS
Source: the Open Molecules 2025 dataset
Level of theory: wB97M-V/def2-TZVPD

Positions of all 23 atoms, in Å:
C (-0.631, 0.567, -1.440)
N (0.764, 0.805, -1.040)
C (0.997, 1.936, -0.163)
C (0.831, 1.707, 1.348)
S (2.438, 1.047, 2.061)
C (-1.345, -0.486, -0.617)
N (-0.925, -1.818, -1.154)
H (-0.578, 0.467, -2.515)
H (-1.115, 1.543, -1.318)
H (1.286, -0.001, -0.721)
H (0.244, 2.756, -0.485)
H (1.910, 2.508, -0.214)
H (0.777, 2.727, 1.894)
H (0.282, 0.895, 1.862)
H (2.876, 0.411, 0.961)
H (-2.430, -0.231, -0.616)
H (-1.167, -0.367, 0.465)
H (-1.402, -2.251, -1.944)
H (-0.865, -2.617, -0.473)
H (0.023, -1.641, -1.504)
H (-0.794, -3.441, 1.823)
H (-0.225, -2.017, 2.101)
O (-0.951, -2.499, 1.688)

Values from the calculation:
ΔE to the lowest compared entry with this formula, charge and spin: 51.1 kcal/mol
Electronic energy: -20246.139 eV
HOMO-LUMO gap: 8.34 eV
Net charge: +1

=====

3.
Formula: C4H15N2Si
Source: the Open Molecules 2025 dataset
Level of theory: wB97M-V/def2-TZVPD

Positions of all 22 atoms, in Å:
C (2.097, -1.779, 0.306)
C (-3.858, 0.052, -0.350)
C (2.567, -0.332, 0.662)
C (2.237, 1.878, -0.106)
N (-1.021, 0.008, -0.939)
N (1.839, 0.707, -0.218)
Si (-2.285, 0.211, 0.594)
H (1.025, -2.108, 0.637)
H (2.309, -1.965, -0.748)
H (2.870, -2.361, 0.860)
H (-3.926, -0.927, -0.818)
H (-4.810, 0.081, 0.216)
H (-3.840, 0.821, -1.125)
H (3.695, -0.391, 0.598)
H (2.481, -0.110, 1.668)
H (3.068, 2.203, 0.454)
H (1.739, 2.736, -0.564)
H (-0.856, 0.982, -1.350)
H (-0.114, -0.367, -0.548)
H (-1.311, -0.546, -1.744)
H (-1.727, -0.525, 1.626)
H (-2.180, 1.732, 0.887)

Values from the calculation:
ΔE to the lowest compared entry with this formula, charge and spin: 35.0 kcal/mol
Electronic energy: -15241.632 eV
HOMO-LUMO gap: 10.30 eV
Net charge: +1